(1)
Molecular formula: C28H40IrN2O3
Method: DFT, wB97M-V/def2-TZVPD

Calculated values
relative energy (zero: lowest compared OMol25 entry of this formula, charge and spin): 0.00 kcal/mol
orbital gap (spin up / spin down): 7.573 / 6.158 eV
LUMO level (spin up / spin down): -10.1 / -12.5 eV

```
! RIJCOSX wB97M-V def2-TZVPD def2/J DEFGRID3
* xyz 3 5
Ir 1.89447 -1.91384 -0.43182
O 0.24554 -2.05026 0.75647
O 0.99912 -0.40520 -1.32187
O 3.19442 -4.11866 0.85171
N -0.38434 0.77093 0.63406
N 2.68542 -3.26375 0.35331
C -2.08529 -2.50531 0.81550
C -2.69639 -3.86961 2.71556
C -2.82137 -4.86302 0.39356
C 3.84762 -1.10870 -1.57521
C -1.23387 -0.20446 0.37611
C -0.61334 -4.52777 1.48973
C -3.62749 -0.73290 -0.00349
C 1.93957 5.36106 0.76248
C -0.95054 -1.61307 0.65802
C 3.01172 4.27740 1.07016
C -4.87701 0.14836 -1.93307
C 3.65260 0.33018 -2.11108
C -6.04596 -1.36890 -0.31728
C -2.00832 -3.92208 1.31316
C 1.27760 2.45945 0.86861
C -3.37311 -1.99871 0.49230
C 4.36737 4.73954 0.54399
C 2.81773 1.15148 -1.13694
C 2.98234 0.31544 -3.50120
C -5.41602 0.94609 0.39768
C 2.53813 3.01191 0.43554
C 1.50778 0.67315 -0.79910
C 3.26453 2.32300 -0.54508
C 3.09159 4.07203 2.60364
C -4.99607 -0.26806 -0.45336
C 5.07041 0.90059 -2.25792
C -2.54704 0.17013 -0.03638
C 0.74788 1.31287 0.24772
H -0.01675 -3.99065 2.22523
H 4.23078 2.71345 -0.82295
H 1.85499 5.54231 -0.30890
H 0.95503 5.11410 1.16239
H -5.84861 0.50314 -2.27602
H 2.12905 3.83663 3.05873
H -2.16245 -3.21187 3.40185
H -4.58345 -0.69268 -2.56285
H 5.04119 1.90153 -2.68840
H 2.89396 1.33137 -3.88561
H -5.80268 -2.24553 -0.92174
H 2.95586 -1.85996 -1.84240
H 3.80872 3.29288 2.86320
H -4.74271 1.79728 0.28190
H -4.20950 -2.66744 0.62173
H 5.15894 4.02043 0.76415
H 4.30621 -1.14325 -0.58782
H -0.74140 -5.54686 1.85194
H -3.73796 -3.55632 2.65821
H -2.70578 1.20460 -0.31396
H 4.52335 -1.66004 -2.23726
H -5.48012 0.68930 1.45591
H 3.61871 -0.23935 -4.19143
H -4.16567 0.96379 -2.08203
H -3.87417 -4.60115 0.31260
H -2.77568 -5.86433 0.81970
H 5.60960 0.93470 -1.30964
H -6.40235 1.27437 0.07156
H 2.26214 6.28488 1.24314
H 4.34703 4.93751 -0.52927
H 0.71959 2.92466 1.66984
H -7.00288 -0.99044 -0.67295
H -2.39175 -4.90086 -0.60816
H -6.19066 -1.67415 0.72133
H 1.99550 -0.14162 -3.49530
H 4.63726 5.67244 1.03589
H -0.07665 -4.58657 0.54163
H -2.67174 -4.88183 3.12022
H 3.43344 5.00738 3.04604
H 5.64194 0.27882 -2.94605
*
```

These are the Mulliken partial charges, in e, on atoms 1 to 8:
1 Ir 0.945
2 O -0.975
3 O -0.983
4 O -0.360
5 N -0.113
6 N 0.867
7 C 0.458
8 C -1.537

(2)
Molecular formula: C28H40NO2Pd
Method: DFT, wB97M-V/def2-TZVPD

Calculated values
relative energy (zero: lowest compared OMol25 entry of this formula, charge and spin): 23.37 kcal/mol
orbital gap (spin up / spin down): 5.080 / 5.394 eV
LUMO level (spin up / spin down): 2.5 / 2.5 eV

```
! RIJCOSX wB97M-V def2-TZVPD def2/J DEFGRID3
* xyz -1 3
Pd 0.36177 -1.25629 -1.31886
O -0.25448 1.51045 -5.46827
O 0.60374 -1.78662 -3.51490
N 0.55332 -2.77288 3.47461
C 1.11744 -2.89779 -0.14259
C 2.22227 -0.11709 -0.37029
C 2.11302 0.32267 0.97866
C 1.42774 -2.92932 -3.89890
C 0.58909 -2.10553 4.74616
C 2.04982 -5.14714 -0.42649
C 2.01781 -4.13314 1.70565
C 0.91167 2.41616 -5.60336
C -1.72211 -0.11721 -0.78665
C 1.44057 -3.98704 -0.92756
C -1.82779 -2.21971 0.23093
C -0.17115 -1.43220 -4.72154
C -1.74892 -1.56020 -1.06577
C 1.44766 -3.13343 -5.39729
C -1.86054 -1.22608 1.23755
C 1.34693 -2.98336 1.22464
C 0.61802 1.56568 -0.24500
C -1.06127 2.65091 -5.03731
C 1.30390 0.68477 -1.18186
C 0.11150 3.65811 -5.18128
C 0.38239 -2.18537 -5.92926
C -2.27087 2.71050 -5.96943
C 1.07917 1.29974 1.05562
C 0.94541 -2.01457 2.29332
C -1.45942 2.65320 -3.57568
C 2.35003 -5.22630 0.91546
C -0.52497 -3.71515 3.35177
C -1.78227 0.05384 0.62547
H 1.55138 -1.59929 4.89551
H -1.93760 -1.39405 2.31230
H 1.38134 2.47314 -6.58797
H -2.93976 1.84945 -5.78166
H 0.51556 4.02137 -4.21711
H -1.80279 0.99825 1.16050
H 2.23800 -4.15414 2.76518
H 0.17784 -1.29472 1.98047
H 1.60062 2.07494 -4.83197
H -2.15872 1.85592 -3.29636
H -1.93919 -1.99316 -2.04488
H -0.45282 -2.71299 -6.38478
H -0.22635 -1.37076 4.86941
H 1.18038 -4.17103 -5.61162
H -0.33383 -4.45891 2.57098
H 0.81640 -1.52473 -6.67494
H -1.87425 -3.29767 0.39025
H -0.07631 2.35285 -0.53084
H -1.91869 2.68886 -7.00469
H -2.85486 3.61198 -5.80850
H 2.33679 -5.96102 -1.08593
H -1.49573 -3.23257 3.14611
H 1.80396 -1.39841 2.59233
H 2.43042 -2.80047 -3.48530
H 1.32228 0.76527 -2.26726
H 0.46702 -2.88302 5.51166
H 2.79430 0.05668 1.78721
H -1.74086 0.66198 -1.54221
H -0.55020 2.59344 -2.97107
H 1.23502 -3.94454 -1.97558
H -0.58788 -4.22328 4.32553
H 2.94564 -0.81986 -0.77710
H 0.73962 1.78949 1.97167
H -1.94459 3.61598 -3.38910
H 0.91259 -3.80397 -3.50456
H -0.13016 -0.34888 -4.90790
H 2.43597 -2.92312 -5.80320
H 2.84303 -6.09528 1.36231
H -0.09786 4.47094 -5.87097
H -1.20716 -1.75030 -4.51379
*
```

These are the Mulliken partial charges, in e, on atoms 1 to 8:
1 Pd -0.521
2 O -0.479
3 O 0.306
4 N 0.264
5 C -0.283
6 C -1.012
7 C -0.503
8 C -0.605

(3)
Molecular formula: C28H41BMgN7O4SeSi
Method: DFT, wB97M-V/def2-TZVPD

Calculated values
relative energy (zero: lowest compared OMol25 entry of this formula, charge and spin): 0.00 kcal/mol
orbital gap: 5.848 eV
LUMO level: 2.1 eV

```
! RIJCOSX wB97M-V def2-TZVPD def2/J DEFGRID3
* xyz -1 1
Se -1.79821 1.32863 -2.42361
Si -1.13652 2.98881 -3.74111
Mg 0.47668 -0.58993 0.50699
O 0.68923 -1.35052 -1.19110
O -1.36986 -0.93922 2.95502
O -0.24372 -2.65605 -2.73805
O -3.57343 -1.19679 3.13631
N 0.76602 0.85948 2.80718
N 2.47091 0.03337 0.41671
N 2.89669 0.23165 1.65917
N 1.60043 -1.49273 2.86804
N 0.98592 -2.06244 1.84364
N 0.04846 1.11471 1.71211
N -1.51668 -1.40665 0.22414
C 3.49042 0.23636 -0.40755
C -1.86240 2.62776 1.09271
C -3.86677 -1.76044 0.46515
C -0.89645 1.99205 2.04379
C -2.82361 -2.11370 -1.64545
C -2.19328 4.05985 1.53024
C -2.42777 -1.14817 2.41517
C -0.70236 2.43268 -5.51795
C 4.19300 0.56608 1.65359
C -1.61453 -1.75424 -1.04439
C -0.45609 -5.52805 1.93157
C 0.74223 -3.32957 2.15823
C -2.55735 4.24876 -3.99089
C 3.40158 0.03786 -1.88647
C -3.97341 -2.09193 -0.87675
C 1.77425 -2.37909 3.85097
C 4.62093 0.58914 0.34571
C -0.27685 -1.91843 -1.76377
C -3.15837 1.82313 0.98233
C 4.80014 -0.01353 -2.50296
C -0.78640 2.29329 3.40923
C 1.24035 -3.58203 3.44094
C 0.28237 1.54901 3.84599
C 0.35289 3.98386 -3.06381
C 2.55197 1.12664 -2.53939
C -2.61565 -1.42855 0.98132
C 0.06524 -4.27896 1.21878
C 1.03604 -4.65978 0.09929
B 2.00669 -0.02106 2.86136
H 4.72413 0.75534 2.56585
H -0.78487 3.25897 -6.22046
H -3.47085 3.72389 -4.25140
H 2.61191 0.21677 3.86052
H -4.73032 -1.73405 1.10817
H 0.30285 5.02145 -3.38393
H -3.01503 0.97983 0.31604
H -1.38452 1.64964 -5.83324
H 0.37001 3.96376 -1.97810
H 1.28839 3.56372 -3.41788
H -0.78519 -3.76035 0.76314
H 0.54956 -5.34055 -0.59570
H -2.82049 -2.40439 -2.68552
H 1.53347 1.06657 -2.16498
H -1.29572 4.61497 1.79699
H 2.52353 0.97630 -3.61656
H 1.92613 -5.13972 0.50596
H -3.93264 2.44394 0.54143
H -2.87248 4.05609 2.38251
H 5.40837 -0.77260 -2.01446
H 2.88782 -0.91211 -2.05494
H 1.33280 -3.76702 -0.44412
H -3.36561 -0.98901 4.06130
H 0.35734 -6.10606 2.36557
H 5.29824 0.94996 -2.40445
H 4.74710 -0.25455 -3.56177
H -1.15530 -5.26576 2.72301
H 2.25898 -2.10800 4.76732
H -4.93715 -2.35531 -1.29267
H 0.72429 1.47965 4.81969
H 5.60973 0.82661 0.00917
H -2.68480 4.58950 0.71818
H 1.21093 -4.49611 3.99693
H -1.39066 2.96146 3.98891
H 2.96239 2.11440 -2.33081
H -1.40135 2.65335 0.10138
H -3.49055 1.48276 1.96405
H 0.30640 2.03701 -5.57558
H -2.74846 4.81261 -3.08340
H -0.97352 -6.16863 1.22028
H -2.33757 4.95442 -4.78884
*
```

These are the Mulliken partial charges, in e, on atoms 1 to 8:
1 Se -0.562
2 Si 0.553
3 Mg 0.331
4 O 0.152
5 O -0.419
6 O -0.787
7 O -0.555
8 N 0.777

Number 1: E_tot -41613.336 eV. Number 2: E_tot -38742.923 eV. Number 3: E_tot -127678.960 eV.